Computed, not measured: a 7-piece molecular cluster, C30H78N4O12 overall, with ωB97M-V/def2-TZVPD.

The relative energy (zero: lowest compared OMol25 entry of this formula, charge and spin) comes out at 0.0 kcal per mole. As for the spin multiplicity: 1. The calculated total energy is -2311.2912 hartree. For the gap between HOMO and LUMO, the calculation gives 9.3 eV. The molar mass is 686.97 g mol⁻¹. The SMILES is COCCNCCOC.COCCNCCOC.COCCNCCOC.COCCNCCOC.OCCO.CCO.CCO. The LUMO energy is 0.5 eV.

XYZ file:
```
124
Properties=species:S:1:pos:R:3:mulliken_charge:R:1
C -12.8890 -2.6860 -17.5180 -0.828
O -11.5040 -2.3260 -17.8150 -0.342
C -11.4720 -1.9110 -19.1440 -0.577
C -10.0470 -1.6100 -19.6040 -0.542
N -10.1190 -1.2810 -20.9940 -0.164
C -8.8620 -0.7860 -21.5790 -0.139
C -9.1300 -0.6940 -23.0650 -0.846
O -8.3000 -0.2530 -23.9040 -0.286
C -7.2340 -1.1290 -24.2720 -0.519
H -13.0440 -3.0280 -16.4550 0.273
H -13.2020 -3.5410 -18.0540 0.371
H -13.6460 -1.9500 -17.7630 0.321
H -12.0990 -1.0710 -19.2230 0.392
H -11.8530 -2.7130 -19.7640 0.390
H -9.4300 -2.5030 -19.6450 0.278
H -9.5400 -0.8450 -19.0000 0.262
H -10.9230 -0.6450 -21.0860 0.258
H -8.0950 -1.4990 -21.3880 0.054
H -8.5380 0.1650 -21.1860 0.311
H -9.9520 0.0090 -23.1500 0.315
H -9.4900 -1.7000 -23.2740 0.416
H -7.6540 -2.1340 -24.5630 0.318
H -6.6060 -1.2560 -23.3290 0.126
H -6.6090 -0.7460 -25.0680 0.198
C 3.2360 9.5660 -19.1980 -0.687
O 3.0350 9.8130 -20.5790 -0.396
C 1.7150 9.3920 -20.9760 -0.543
C 1.6160 7.8930 -21.1390 -0.449
N 0.3810 7.4860 -21.7220 -0.218
C 0.3680 6.1630 -22.1600 -0.730
C -0.8740 5.8470 -22.9530 -0.525
O -0.9590 4.7670 -23.4960 -0.273
C -1.9750 4.6400 -24.4400 -0.303
H 4.1780 9.8290 -18.8120 0.313
H 3.1400 8.5060 -19.0820 0.288
H 2.5160 10.1240 -18.5790 0.262
H 1.4280 9.9370 -21.8710 0.374
H 0.9610 9.7860 -20.2820 0.349
H 1.7150 7.3880 -20.1630 0.228
H 2.4950 7.6240 -21.7560 0.292
H 0.2330 8.1960 -22.4250 0.228
H 0.3200 5.5110 -21.2630 0.256
H 1.2310 5.9620 -22.8050 0.360
H -0.9810 6.5870 -23.7000 0.551
H -1.7400 5.9470 -22.2960 0.209
H -1.7400 5.2060 -25.3250 0.484
H -3.0090 4.8600 -24.0420 0.385
H -1.9120 3.6520 -24.7910 -0.354
C -6.4750 2.0440 -21.9780 -1.259
O -6.0970 3.4070 -21.7720 -0.345
C -5.0250 3.5620 -20.9150 -1.019
C -3.6710 3.3120 -21.6020 1.363
N -2.6960 2.8740 -20.6460 -0.516
C -1.4270 2.7180 -21.3450 1.639
C -0.4850 1.9380 -20.4620 -1.881
O -0.7780 0.7420 -20.2480 -0.088
C 0.1160 0.0350 -19.4190 -0.907
H -7.2890 1.9620 -22.6610 0.280
H -6.8990 1.6750 -21.1040 0.524
H -5.6840 1.3970 -22.3920 0.712
H -5.1820 2.8750 -20.0740 0.422
H -4.9720 4.5450 -20.5330 0.310
H -3.3170 4.2400 -22.0780 -0.162
H -3.7880 2.4860 -22.3190 -0.751
H -3.0170 1.9380 -20.3300 0.439
H -0.9720 3.6630 -21.4990 -0.693
H -1.4940 2.2160 -22.2940 -0.155
H -0.4450 2.4040 -19.5180 0.594
H 0.5070 2.0570 -20.7590 0.651
H 1.1550 0.2270 -19.6520 0.353
H -0.0620 -1.0470 -19.4540 0.240
H -0.0430 0.2920 -18.3420 0.336
C -1.4750 -3.8610 -25.7450 -0.609
O -2.8870 -4.1760 -25.7160 -0.322
C -3.2580 -5.3580 -24.9410 -0.637
C -4.6560 -5.2420 -24.2970 -0.693
N -4.6580 -4.5570 -23.0070 -0.436
C -4.2680 -3.1760 -23.2100 1.092
C -4.3980 -2.4020 -21.9340 -1.176
O -4.0830 -1.1930 -21.9390 0.146
C -2.6850 -0.8870 -21.9150 -0.084
H -1.0650 -3.6700 -24.6940 0.237
H -1.5140 -2.8730 -26.1850 0.117
H -0.8730 -4.5740 -26.3450 0.396
H -2.5340 -5.5020 -24.1720 0.332
H -3.2640 -6.0920 -25.6790 0.534
H -5.0490 -6.2140 -24.1080 0.442
H -5.4060 -4.7630 -24.9590 0.270
H -3.9440 -4.9440 -22.3820 0.324
H -4.8480 -2.5980 -23.9750 -0.444
H -3.1750 -3.1630 -23.4340 0.055
H -3.8370 -2.9200 -21.1010 0.481
H -5.4810 -2.4480 -21.6890 -0.084
H -2.2430 -1.1500 -22.8650 0.056
H -2.1620 -1.3270 -21.0880 0.493
H -2.6070 0.1900 -21.9570 -0.465
O -0.9510 1.2450 -26.3440 -0.588
C 0.2890 1.3720 -25.6990 0.410
C 1.1020 0.2140 -26.1140 -0.356
O 2.4610 0.1380 -25.6250 -0.554
H -1.6530 1.3580 -25.6380 0.420
H 0.6640 2.3490 -25.9850 0.258
H 0.0730 1.4430 -24.6370 -0.228
H 1.2490 0.0710 -27.1860 0.319
H 0.5270 -0.7190 -25.8220 0.051
H 2.3310 -0.1000 -24.7030 0.314
C -3.5550 -0.7240 -25.5550 -1.730
C -4.0990 0.5060 -24.8810 0.629
O -3.0750 1.3840 -24.5780 -0.204
H -4.3170 -1.4130 -25.8030 0.640
H -2.8120 -1.3290 -24.9780 -0.414
H -3.1440 -0.3610 -26.5070 0.663
H -4.6520 0.2560 -23.9390 -0.404
H -4.7840 1.0440 -25.4760 0.685
H -3.5440 2.2380 -24.5930 0.052
C -7.4210 4.2590 -24.7000 -1.371
C -6.4580 3.2900 -25.1780 -0.035
O -5.1970 3.4050 -24.5630 -0.397
H -7.1070 5.2770 -25.0150 0.314
H -7.5110 4.3050 -23.6370 0.313
H -8.4270 4.0990 -25.0420 0.401
H -6.3070 3.4910 -26.2440 0.476
H -6.8080 2.3110 -25.1340 0.041
H -5.3480 3.4970 -23.6350 0.050
```

***

Computed, not measured: a 10-piece molecular cluster, C30H78N6O28P4 overall, with ωB97M-V/def2-TZVPD.

As for the spin multiplicity: 1. The calculated total energy is -4990.3253 hartree. For the gap between HOMO and LUMO, the calculation gives 9.9 eV. The molar mass is 1094.86 g mol⁻¹. The SMILES is CCOP(=O)(OCC)OCC.CCOP(=O)(OCC)OCC.CCOP(=O)(OCC)OCC.CCOP(=O)(OCC)OCC.C[N+](=O)[O-].C[N+](=O)[O-].C[N+](=O)[O-].C[N+](=O)[O-].C[N+](=O)[O-].C[N+](=O)[O-]. The LUMO energy is -0.3 eV.

XYZ file:
```
146
Properties=species:S:1:pos:R:3:mulliken_charge:R:1
C 2.5358 1.3507 2.5904 0.145
C 3.8416 0.8963 2.1421 -0.352
O 3.6374 -0.2421 1.2338 0.225
P 3.9037 -0.0967 -0.3539 -0.403
O 2.8246 0.6424 -1.0146 0.232
O 4.0143 -1.6623 -0.9051 0.188
C 3.9864 -1.8963 -2.2978 0.243
C 5.1037 -2.6765 -2.8448 -1.414
O 5.3920 0.5299 -0.4498 -0.071
C 6.4296 -0.0241 0.3441 0.137
C 7.7273 0.5696 -0.1629 -1.539
H 1.9306 1.6294 1.7277 -0.451
H 1.9881 0.6390 3.2081 -0.712
H 2.6441 2.2849 3.1414 0.601
H 4.4566 1.7345 1.8148 0.277
H 4.3539 0.5054 3.0213 0.467
H 3.0509 -2.3990 -2.5433 0.034
H 3.9053 -0.9578 -2.8462 0.103
H 4.9963 -3.7074 -2.5075 0.276
H 5.1340 -2.6005 -3.9317 0.409
H 5.9544 -2.2327 -2.3276 0.252
H 6.2888 0.2036 1.4007 0.050
H 6.5397 -1.0881 0.1346 0.272
H 7.7818 0.5954 -1.2512 0.339
H 7.8845 1.5659 0.2503 0.345
H 8.5333 -0.1207 0.0860 0.424
C -8.4429 -1.1769 -2.1311 -0.900
C -7.3873 -0.6072 -1.1619 -0.321
O -6.2571 -1.4150 -0.9191 -0.280
P -5.4352 -2.1018 -2.1032 0.247
O -6.0744 -3.3592 -2.5827 -0.786
O -5.3750 -0.9157 -3.2332 -0.111
C -5.0826 -1.1689 -4.5972 -0.293
C -6.1975 -0.5685 -5.4765 -1.346
O -3.9165 -2.2466 -1.5656 0.540
C -3.5363 -2.9950 -0.5227 0.569
C -2.7991 -4.2400 -0.9683 -1.213
H -8.6817 -2.2200 -1.9238 0.275
H -9.2890 -0.5145 -1.9484 0.432
H -7.9695 -1.1085 -3.1106 0.033
H -6.9359 0.2905 -1.5846 0.298
H -7.7885 -0.3900 -0.1720 0.406
H -4.1469 -0.6765 -4.8620 0.311
H -5.0973 -2.2417 -4.7897 0.350
H -7.1557 -1.0782 -5.3757 0.319
H -6.3752 0.4952 -5.3182 0.299
H -5.8910 -0.7646 -6.5039 0.417
H -2.8192 -2.4667 0.1057 -0.528
H -4.3457 -3.2288 0.1688 0.491
H -2.4413 -4.8696 -0.1536 0.216
H -3.5201 -4.7565 -1.6020 0.449
H -1.9730 -4.1800 -1.6769 0.088
C -1.2817 4.0336 5.2380 -1.319
C -1.2243 2.5754 4.8563 0.364
O -2.4293 2.3345 4.1128 -0.225
P -2.6353 0.8862 3.4106 -0.521
O -1.3358 0.2829 2.9225 0.868
O -3.4176 0.0156 4.5680 -0.236
C -4.6801 0.4821 5.0021 0.026
C -5.3853 -0.5777 5.8622 -1.373
O -3.7356 1.1820 2.2621 -0.298
C -4.0465 0.2184 1.3251 0.162
C -4.0207 0.9479 -0.0438 -0.335
H -0.6027 4.3289 6.0379 0.410
H -1.2572 4.6035 4.3091 0.299
H -2.2469 4.1176 5.7374 0.307
H -0.3694 2.4330 4.1952 -0.190
H -1.2012 1.9652 5.7592 0.366
H -4.5693 1.3614 5.6367 0.192
H -5.3008 0.6420 4.1205 0.257
H -5.3312 -1.5569 5.3865 0.342
H -4.8688 -0.6531 6.8191 0.312
H -6.4590 -0.4743 6.0190 0.382
H -3.3650 -0.6241 1.2069 -0.108
H -5.0004 -0.2530 1.5616 0.402
H -4.6841 1.8122 -0.0756 0.375
H -3.0035 1.3223 -0.1593 -0.165
H -4.3565 0.2782 -0.8355 -0.076
C -0.5568 3.0760 0.8478 -1.148
C 0.3741 3.3467 -0.3627 0.902
O 0.8556 4.6626 -0.2423 -0.333
P 1.7102 5.2489 -1.4924 0.792
O 1.2594 4.7515 -2.7884 -0.628
O 1.5341 6.8285 -1.3516 -0.409
C 1.6840 7.6696 -2.4901 -0.316
C 3.0051 8.3820 -2.2358 -0.979
O 3.2485 5.0061 -1.0275 -0.244
C 3.7722 3.7587 -0.6769 1.012
C 5.2531 3.8903 -0.1977 -1.311
H -1.4040 3.7608 0.8101 0.688
H -1.0375 2.0988 0.8951 -0.275
H -0.1575 3.2520 1.8467 0.210
H 1.1926 2.6293 -0.3039 -0.631
H -0.0674 3.2349 -1.3530 0.506
H 1.6272 7.2090 -3.4763 0.291
H 0.8470 8.3661 -2.4418 0.297
H 3.2520 9.1066 -3.0118 0.382
H 3.0193 8.8774 -1.2650 0.264
H 3.7713 7.6106 -2.1584 0.232
H 3.2051 3.2484 0.1016 -0.130
H 3.7777 3.1551 -1.5845 -0.142
H 5.7640 4.1757 -1.1173 0.421
H 5.2883 4.6785 0.5542 0.379
H 5.7096 2.9930 0.2202 0.053
C 0.6961 -1.1300 0.4623 0.305
N 0.2917 -1.2999 -0.9180 1.475
O -0.3266 -0.3388 -1.4427 -0.616
O 0.6137 -2.3234 -1.4978 -0.479
H -0.1592 -1.4687 1.0469 0.479
H 0.8392 -0.0567 0.5871 -0.388
H 1.6333 -1.6676 0.6065 -0.840
C 1.8733 1.4263 -3.7538 -0.448
N 1.4005 2.1923 -4.9237 1.061
O 2.2832 2.5948 -5.7518 -0.618
O 0.2113 2.4714 -4.9801 -0.548
H 2.1396 0.4414 -4.1375 0.395
H 1.0538 1.4524 -3.0356 0.072
H 2.8624 1.7317 -3.4126 0.067
C 3.0401 -5.0372 0.3013 -0.619
N 3.6895 -4.0027 1.1523 0.978
O 4.8699 -3.7138 1.0160 -0.559
O 3.0205 -3.4466 1.9901 -0.461
H 2.4166 -4.5756 -0.4644 0.275
H 2.3577 -5.6114 0.9279 0.040
H 3.8205 -5.6576 -0.1394 0.324
C 0.3193 -5.7706 2.8974 -0.742
N -0.6164 -4.8019 2.2874 0.793
O -1.7955 -4.9368 2.4832 -0.536
O -0.1330 -3.9212 1.5412 -0.147
H 1.3354 -5.3886 2.7988 0.152
H 0.2716 -6.7659 2.4555 0.285
H 0.0014 -5.7911 3.9398 0.293
C 0.0422 -3.4389 -4.2610 -0.548
N 0.3574 -4.7305 -3.5863 1.080
O -0.5537 -5.4947 -3.4978 -0.564
O 1.5368 -4.9087 -3.2369 -0.594
H -0.8814 -3.0514 -3.8309 0.146
H -0.0414 -3.6615 -5.3247 0.368
H 0.8677 -2.7280 -4.2265 0.100
C 0.9966 -1.8580 4.2021 -0.360
N 2.2278 -2.3333 4.8945 1.052
O 2.2031 -3.5052 5.2302 -0.580
O 3.1822 -1.5321 5.0448 -0.582
H 0.9843 -0.7710 4.2816 0.004
H -0.0038 -2.1178 4.5481 0.397
H 1.0475 -2.1124 3.1434 -0.056
```

***

> The highest gap between HOMO and LUMO belongs to which entry?

C30H78N6O28P4

***

> The lowest molar mass belongs to which entry?

C30H78N4O12

***

> Among the records above, which one has the highest gap between HOMO and LUMO?

C30H78N6O28P4